Molecular formula: C25H29ClN4O
Method: DFT, wB97M-V/def2-TZVPD

Computed properties:
gap between HOMO and LUMO = 9.010 eV
LUMO level = 0.713 eV
SMILES string = C[C@@H](CCN1CCC(n2nccc2NC(=O)c2ccccc2Cl)CC1)c1ccccc1
HOMO energy = -8.3 eV
largest force on an atom = 0.84 eV/Å
energy above the lowest of the compared OMol25 structures with the same formula, charge and spin = 38.93 kJ/mol

Structure (XYZ):
```
60
Properties=species:S:1:pos:R:3:forces:R:3:lowdin_charge:R:1
C 3.5881 0.8616 -5.2667 -0.1 -0.2 0.0 -0.057
C 3.1089 -0.2057 -4.2774 0.3 0.2 0.1 -0.329
C 4.2152 -0.5281 -3.2622 -0.2 -0.4 -0.1 -0.148
C 3.9659 -1.8406 -2.5149 0.2 0.2 0.0 -0.188
N 2.7184 -1.8185 -1.7796 0.2 -0.3 0.1 -0.175
C 2.1065 -3.1142 -1.5828 -0.2 0.0 0.1 -0.180
C 0.6578 -2.9221 -1.1467 0.2 -0.2 0.1 -0.124
C 0.5788 -2.1125 0.1443 0.5 0.1 -0.4 -0.246
N -0.8050 -1.7835 0.4188 -0.3 0.4 0.6 -0.052
N -1.7703 -2.0135 -0.4677 -0.2 -0.4 -0.7 0.082
C -2.8787 -1.5267 0.0514 0.2 0.1 0.2 -0.136
C -2.6454 -0.9625 1.3100 0.3 -0.1 0.1 0.002
C -1.2913 -1.1435 1.5125 -0.6 -0.1 -0.2 -0.256
N -0.4720 -0.7911 2.5788 0.3 -0.6 0.0 0.172
C -0.4809 0.3945 3.2520 0.1 0.1 0.0 -0.472
O 0.2383 0.5826 4.2064 0.0 0.1 0.1 0.084
C -1.3903 1.4344 2.6743 -0.1 0.4 0.2 -0.186
C -1.1330 1.9605 1.4133 0.0 0.1 0.2 -0.019
C -1.9349 2.9608 0.8957 0.1 0.0 0.0 -0.069
C -3.0043 3.4428 1.6326 0.0 0.0 0.0 -0.071
C -3.2746 2.9285 2.8879 0.0 -0.1 0.1 -0.096
C -2.4643 1.9301 3.4060 0.2 0.0 -0.2 -0.607
Cl -2.8160 1.2638 4.9595 -0.1 0.0 0.2 0.733
C 1.3973 -0.8253 -0.0020 0.2 -0.1 0.1 -0.104
C 2.8012 -1.1239 -0.5153 -0.2 0.2 0.0 -0.172
C 1.8328 0.2453 -3.6114 -0.2 0.0 -0.1 -0.216
C 1.7906 1.4060 -2.8480 0.1 0.0 0.0 -0.047
C 0.6088 1.8319 -2.2667 -0.1 0.1 0.0 -0.098
C -0.5562 1.1021 -2.4386 -0.1 0.1 0.1 -0.107
C -0.5292 -0.0508 -3.2045 -0.1 0.0 -0.1 -0.090
C 0.6544 -0.4682 -3.7881 -0.1 0.2 -0.1 -0.045
H 4.4425 0.4982 -5.8338 0.1 0.0 -0.1 0.077
H 3.8842 1.7686 -4.7457 0.0 0.1 0.0 0.076
H 2.7920 1.1125 -5.9644 0.0 0.1 -0.1 0.084
H 2.8939 -1.1193 -4.8418 0.0 0.0 0.0 0.137
H 5.1655 -0.6229 -3.7929 0.1 0.1 0.0 0.116
H 4.3148 0.2947 -2.5543 0.1 0.1 0.0 0.103
H 4.8271 -2.0527 -1.8557 0.0 -0.1 0.0 0.124
H 3.9086 -2.6475 -3.2500 0.0 0.0 0.0 0.119
H 2.6518 -3.7164 -0.8298 0.0 0.0 -0.1 0.126
H 2.1221 -3.6610 -2.5277 0.0 0.0 0.0 0.121
H 0.1693 -3.8870 -1.0109 -0.1 0.0 0.0 0.121
H 0.1265 -2.3725 -1.9213 0.0 -0.1 0.0 0.089
H 0.9715 -2.7088 0.9814 0.0 0.0 -0.1 0.154
H -3.8040 -1.6019 -0.4833 -0.2 0.0 -0.2 0.099
H -3.3495 -0.5023 1.9705 -0.1 0.1 0.2 0.104
H 0.1957 -1.4779 2.9096 -0.1 0.2 0.1 0.164
H -0.2978 1.5845 0.8414 0.1 -0.1 -0.1 0.109
H -1.7259 3.3645 -0.0830 0.0 0.0 -0.1 0.099
H -3.6332 4.2220 1.2296 -0.1 0.1 0.0 0.107
H -4.1070 3.2932 3.4685 -0.1 0.0 0.1 0.105
H 0.8950 -0.1844 -0.7258 0.0 0.0 0.0 0.094
H 1.4657 -0.3004 0.9526 0.0 0.0 0.0 0.111
H 3.3574 -1.7187 0.2365 0.1 0.0 -0.1 0.130
H 3.3312 -0.1816 -0.6577 0.0 0.0 0.1 0.118
H 2.6873 1.9910 -2.7016 0.1 0.1 0.0 0.113
H 0.5996 2.7370 -1.6748 0.0 0.1 0.0 0.101
H -1.4782 1.4235 -1.9758 -0.1 0.0 0.0 0.096
H -1.4327 -0.6271 -3.3384 -0.1 -0.1 0.0 0.105
H 0.6647 -1.3675 -4.3873 0.0 -0.1 0.0 0.116
```
Forces are in eV/Å.

Molecular formula: C17H12ClIN2OSn
Method: DFT, wB97M-V/def2-TZVPD

Computed properties:
gap between HOMO and LUMO (alpha / beta) = 6.163 / 5.422 eV
total charge = +2
LUMO level (alpha / beta) = -8.679 / -9.360 eV
HOMO energy (alpha / beta) = -14.8 / -14.8 eV
largest force on an atom = 0.66 eV/Å

Structure (XYZ):
```
35
Properties=species:S:1:pos:R:3:forces:R:3:lowdin_charge:R:1
Sn -1.0759 -1.6809 -0.6779 0.4 0.2 0.5 1.447
Cl -3.7004 4.9837 -2.0983 0.0 -0.1 0.0 0.878
C -3.0931 3.4124 -2.1087 -0.1 0.0 -0.1 -0.609
C -3.7201 2.4173 -2.8953 -0.1 -0.1 -0.1 -0.033
C -3.1946 1.1646 -2.9430 0.0 0.0 -0.1 0.067
C -2.0157 0.8258 -2.1991 0.1 0.0 -0.2 -0.329
O -1.4523 -0.2983 -2.3889 -0.2 0.0 0.3 -0.174
C -1.4449 1.8258 -1.3195 -0.3 0.1 -0.1 -0.098
C -0.3028 1.5303 -0.4731 0.2 -0.1 0.1 -0.018
N -0.0131 0.3612 -0.0345 -0.4 -0.2 -0.3 0.022
C 1.1234 0.1595 0.7782 0.4 0.1 0.4 -0.217
C 1.6579 1.0991 1.6308 -0.2 -0.1 -0.2 0.021
C 2.8262 0.8273 2.3594 0.2 -0.1 0.1 -0.020
C 3.4638 -0.3767 2.2339 -0.1 0.1 0.0 0.022
C 2.9223 -1.3810 1.3995 -0.1 0.1 -0.1 -0.125
C 3.5208 -2.6477 1.2265 -0.1 -0.1 -0.1 0.054
C 2.9287 -3.5800 0.4148 0.1 0.0 0.1 0.002
C 1.7153 -3.2629 -0.2020 0.0 0.0 0.0 -0.092
N 1.1453 -2.0769 -0.0754 -0.6 0.0 -0.2 -0.064
C 1.7272 -1.1191 0.6940 0.3 0.1 0.1 -0.195
C -1.9594 3.0995 -1.3338 0.3 -0.1 0.2 -0.003
H -4.6039 2.6668 -3.4675 0.0 0.1 0.0 0.134
H -3.6162 0.3911 -3.5718 0.0 0.0 0.0 0.146
H 0.3311 2.3776 -0.2122 0.0 0.0 0.1 0.153
H 1.1721 2.0574 1.7624 0.0 0.0 0.0 0.126
H 3.2231 1.5845 3.0214 0.0 0.0 0.0 0.128
H 4.3815 -0.5799 2.7703 0.0 0.0 0.0 0.136
H 4.4443 -2.8746 1.7443 0.0 0.0 0.0 0.142
H 3.3689 -4.5542 0.2588 0.0 0.0 0.0 0.130
H 1.1962 -3.9972 -0.8070 0.0 0.0 0.0 0.127
H -1.5028 3.8755 -0.7311 0.0 0.0 0.0 0.136
I -1.1991 -2.1959 2.9948 -0.1 0.1 -0.3 0.930
C -2.4032 -1.4987 1.4590 0.4 0.0 0.0 -0.775
H -2.5681 -0.4261 1.5009 0.0 0.0 0.0 -0.027
H -3.2827 -2.1092 1.2900 0.1 0.0 -0.1 -0.024
```
Forces are in eV/Å.

Molecular formula: C2H8N2O
Method: DFT, wB97M-V/def2-TZVPD

Computed properties:
gap between HOMO and LUMO (alpha / beta) = 11.263 / 7.241 eV
total charge = +1
LUMO level (alpha / beta) = -4.411 / -8.416 eV
HOMO energy (alpha / beta) = -15.7 / -15.7 eV
expectation value of S² = 0.792
largest force on an atom = 1.75 eV/Å
2S+1 = 2
energy above the lowest of the compared OMol25 structures with the same formula, charge and spin = 155.09 kJ/mol

Structure (XYZ):
```
13
Properties=species:S:1:pos:R:3:forces:R:3:lowdin_charge:R:1
C 0.0930 -0.5401 -2.0919 -0.9 1.1 0.4 0.028
N -0.0631 -0.1404 -0.6795 0.2 -0.7 -0.3 0.114
C -0.4527 -1.0743 0.1803 1.2 -0.5 -0.1 -0.173
N 0.0545 -1.0545 1.3841 -0.7 1.4 0.8 0.252
H 0.8773 -1.2877 -2.0647 0.3 0.0 -0.6 0.121
H 0.2484 0.3459 -2.6949 0.7 0.0 0.0 0.111
H -0.8451 -0.9343 -2.4621 -0.2 -0.5 0.1 0.110
H 0.3504 0.7263 -0.3021 -0.2 0.0 -0.1 0.143
H -0.8801 -1.9806 -0.2342 -0.6 0.1 -0.1 0.160
H -0.4141 -1.6576 2.0547 0.1 -0.6 -0.1 0.103
H 0.4746 1.4511 1.6392 0.0 0.4 0.7 0.017
H -0.0767 2.9285 1.7166 0.0 -0.2 0.1 0.065
O 0.2838 2.2508 1.1366 0.1 -0.6 -0.7 -0.051
```
Forces are in eV/Å.

Molecular formula: C3H10N2S
Method: DFT, wB97M-V/def2-TZVPD

Computed properties:
gap between HOMO and LUMO = 9.262 eV
LUMO level = 0.896 eV
SMILES string = [H]/N=C/N.CSC
HOMO energy = -8.4 eV
largest force on an atom = 3.19 eV/Å
energy above the lowest of the compared OMol25 structures with the same formula, charge and spin = 188.45 kJ/mol

Structure (XYZ):
```
16
Properties=species:S:1:pos:R:3:forces:R:3:lowdin_charge:R:1
H -2.4230 0.9433 -2.2446 2.0 0.3 1.8 0.055
N -1.8889 0.7904 -1.3194 1.1 2.9 0.9 0.005
C -1.1932 1.8132 -0.7939 -2.3 -0.6 0.1 -0.323
N -0.7848 1.8861 0.5669 -0.1 0.6 -1.3 0.023
H -0.9776 2.8515 -1.2484 -0.4 -1.8 0.2 0.123
H -0.4873 2.7483 0.9976 0.1 0.3 -1.1 0.082
H -0.9557 1.2599 1.3229 -0.5 -0.8 -0.6 0.028
C 1.9722 -1.7769 -0.7677 -1.1 -1.6 0.4 -0.420
S 1.5538 -0.4451 0.4966 -0.1 -0.2 -0.3 0.677
C -0.0524 -0.8175 1.4210 0.7 -2.5 -1.6 -0.404
H 1.4255 -2.7875 -0.5572 0.8 1.9 -0.3 0.063
H 1.7835 -1.4750 -1.8047 -0.6 0.2 0.4 0.012
H 3.0475 -2.0115 -0.7894 -0.3 0.3 0.8 0.015
H -0.1981 -1.9100 1.2133 0.2 0.7 0.7 0.038
H -0.9894 -0.4025 1.0270 0.7 0.1 0.1 -0.001
H 0.1678 -0.6666 2.4800 -0.3 0.1 -0.3 0.026
```
Forces are in eV/Å.

Molecular formula: C19H21Cl2FN2OS
Method: DFT, wB97M-V/def2-TZVPD

Computed properties:
gap between HOMO and LUMO = 8.393 eV
LUMO level = 0.615 eV
SMILES string = O[C@@H](CSc1c(Cl)cccc1Cl)CN1CCN(c2ccccc2F)CC1
HOMO energy = -7.8 eV
largest force on an atom = 0.61 eV/Å
energy above the lowest of the compared OMol25 structures with the same formula, charge and spin = 0.00 kJ/mol

Structure (XYZ):
```
47
Properties=species:S:1:pos:R:3:forces:R:3:lowdin_charge:R:1
O -0.8420 1.8609 -0.4844 0.1 0.3 -0.1 -0.019
C -1.7068 0.8029 -0.1542 -0.2 -0.3 0.0 -0.444
C -3.1373 1.3202 -0.2540 0.2 -0.3 0.3 -0.403
S -4.3431 0.0880 0.3265 -0.1 0.1 0.1 0.904
C -3.9388 0.0645 2.0613 -0.1 0.0 -0.6 -0.567
C -3.3307 -1.0524 2.6332 -0.1 0.3 0.3 -0.675
Cl -2.9611 -2.4216 1.6588 0.1 -0.4 0.0 0.712
C -3.0106 -1.0867 3.9813 0.0 -0.1 -0.1 -0.105
C -3.3012 0.0055 4.7788 0.0 0.0 -0.1 -0.070
C -3.9195 1.1192 4.2401 -0.1 0.1 0.0 -0.103
C -4.2454 1.1412 2.8926 0.1 -0.2 0.2 -0.661
Cl -5.0600 2.5212 2.2605 -0.1 0.2 0.1 0.720
C -1.4641 -0.3832 -1.0977 0.0 0.2 0.3 -0.165
N -0.0481 -0.7013 -1.1107 0.0 0.0 0.0 -0.177
C 0.3855 -1.3017 -2.3633 0.1 0.1 -0.1 -0.158
C 1.8094 -1.8609 -2.1829 -0.1 0.0 -0.1 -0.142
N 2.5285 -1.1680 -1.1461 0.1 -0.2 0.1 -0.092
C 3.3014 -0.0615 -1.4231 0.3 0.2 0.0 -0.166
C 3.2702 0.6083 -2.6521 -0.1 -0.1 0.1 -0.021
C 4.1014 1.6795 -2.9185 0.1 0.1 0.0 -0.096
C 4.9954 2.1382 -1.9680 0.0 0.0 -0.1 -0.099
C 5.0606 1.4936 -0.7444 -0.1 -0.1 0.0 -0.019
C 4.2393 0.4165 -0.4948 0.1 0.1 0.1 -0.203
F 4.3865 -0.2118 0.7043 -0.1 0.0 -0.2 0.047
C 1.9147 -1.3395 0.1586 -0.1 -0.1 0.3 -0.123
C 0.3931 -1.5120 0.0115 0.1 0.1 0.0 -0.158
H -0.0119 1.4510 -0.7727 0.0 -0.1 0.0 0.086
H -1.5197 0.4919 0.8896 -0.1 0.0 -0.2 0.131
H -3.4022 1.5214 -1.2912 0.0 0.1 0.0 0.090
H -3.2443 2.2348 0.3261 0.0 0.0 -0.1 0.054
H -2.5366 -1.9634 4.3927 0.0 -0.1 0.0 0.105
H -3.0509 -0.0147 5.8277 0.0 0.0 0.1 0.110
H -4.1624 1.9692 4.8574 0.0 0.1 0.0 0.105
H -1.7498 -0.0733 -2.1067 0.0 0.0 0.0 0.134
H -2.0894 -1.2391 -0.8078 0.1 0.1 -0.1 0.089
H 0.3634 -0.5210 -3.1296 0.0 -0.1 0.0 0.115
H -0.2868 -2.1161 -2.6832 0.0 0.0 0.0 0.125
H 1.7534 -2.9121 -1.8794 0.0 0.0 -0.1 0.124
H 2.3684 -1.8186 -3.1174 0.0 -0.1 0.0 0.121
H 2.5738 0.2938 -3.4120 -0.1 -0.1 -0.1 0.098
H 4.0390 2.1671 -3.8799 0.0 0.0 -0.1 0.102
H 5.6385 2.9787 -2.1737 0.1 0.1 0.0 0.099
H 5.7570 1.8026 0.0194 0.1 0.0 0.1 0.117
H 2.3434 -2.2121 0.6670 -0.1 0.1 0.1 0.125
H 2.1108 -0.4571 0.7666 0.0 -0.1 -0.1 0.121
H -0.0949 -1.1698 0.9241 0.0 -0.1 0.0 0.109
H 0.1244 -2.5720 -0.1300 -0.1 0.0 0.0 0.124
```
Forces are in eV/Å.

Molecular formula: C5H8O
Method: DFT, wB97M-V/def2-TZVPD

Computed properties:
gap between HOMO and LUMO = 10.142 eV
LUMO level = 0.595 eV
HOMO energy = -9.5 eV
largest force on an atom = 0.60 eV/Å
energy above the lowest of the compared OMol25 structures with the same formula, charge and spin = 435.03 kJ/mol

Structure (XYZ):
```
14
Properties=species:S:1:pos:R:3:forces:R:3:lowdin_charge:R:1
C -1.1356 -0.2532 1.5052 0.0 0.0 0.0 -0.038
C -0.3169 -0.4313 0.2355 0.1 -0.1 0.1 -0.411
O -0.6950 0.5631 -0.6955 0.1 0.1 0.0 -0.117
C 0.2089 0.6593 -1.7256 0.0 0.0 -0.2 -0.117
C 2.0488 0.3366 -0.3382 -0.1 -0.3 0.5 0.115
C 1.1841 -0.2821 0.4409 0.3 0.1 -0.1 -0.197
H -2.2035 -0.3708 1.2956 0.2 0.0 0.0 0.083
H -0.8473 -1.0031 2.2500 0.0 0.1 -0.1 0.084
H -0.9659 0.7424 1.9251 0.0 -0.1 -0.1 0.090
H -0.5160 -1.4290 -0.1949 0.1 0.2 0.0 0.151
H 0.3289 -0.2705 -2.2970 0.0 0.2 0.0 0.118
H -0.0448 1.5114 -2.3544 0.0 -0.1 0.0 0.116
H 1.3168 0.9609 -1.3677 -0.4 -0.1 0.0 0.015
H 1.6375 -0.7338 1.3210 0.0 0.0 0.0 0.106
```
Forces are in eV/Å.